No. 1
Entry from OMol25: a molecular structure, C27H27HfN3O7P2 in a non-equilibrium geometry (the ωB97M-V functional and the def2-TZVPD basis).

Calculated values
HOMO (alpha / beta) in Eh: -0.510 / -0.511
Net charge: +2
F_max in eV/A: 5.3

```
67
Properties=species:S:1:pos:R:3:forces:R:3:lowdin_charge:R:1
Hf -0.148 -0.270 -0.300 -3.060 -0.200 -0.288 1.54
P 1.973 0.500 -1.651 1.314 0.286 -1.628 0.81
P 1.010 -0.379 2.051 0.211 -0.745 2.101 0.81
O -1.760 -1.000 -1.490 -0.736 -0.866 -1.715 -0.18
O -1.541 0.917 0.942 0.494 0.594 -0.636 -0.14
O -0.689 1.868 -0.849 -0.180 -0.503 0.691 -0.12
O -3.867 7.427 -0.792 1.320 -2.468 -0.193 0.10
O -3.805 6.134 3.903 1.064 -2.237 -1.180 0.11
O -3.026 4.163 4.461 -0.326 1.257 -1.925 0.08
O -2.959 6.105 -2.290 -0.373 0.071 2.426 0.08
N -3.273 6.374 -1.110 -0.904 2.717 -2.623 -0.31
N -3.309 5.028 3.605 -0.899 0.929 3.540 -0.31
N 0.899 -2.161 -0.481 2.743 -1.847 -0.084 -0.12
C -3.040 4.731 2.221 0.616 -0.647 -1.643 -0.10
C 0.948 -3.280 -4.506 -0.743 -0.810 0.031 -0.02
C 2.074 0.901 2.783 0.081 0.342 -0.375 -0.22
C 0.135 -3.605 -2.248 -1.243 0.400 0.358 -0.14
C -2.472 3.488 1.883 -0.284 0.614 0.114 0.11
C 1.127 -3.107 1.785 -0.256 -0.075 0.034 -0.22
C -0.209 -5.063 2.330 -0.549 -0.707 -0.584 -0.02
C -0.821 -4.074 -1.263 4.249 -3.222 0.104 0.01
C 0.702 -4.071 2.701 0.229 0.607 -0.400 0.01
C -0.682 -5.142 1.025 -0.250 -0.123 0.576 0.03
C -2.100 3.244 0.553 -0.050 0.339 0.192 -0.10
C 0.076 -3.908 -3.625 -0.054 0.203 -0.631 0.03
C -2.942 5.424 -0.081 0.395 -1.641 1.056 -0.09
C 1.412 1.170 -3.260 -0.295 0.139 0.177 -0.22
C -0.243 -4.208 0.065 -1.120 0.415 -0.693 -0.15
C -1.810 -2.103 -0.889 0.496 0.871 2.519 -0.09
C -1.433 1.975 0.198 0.233 -0.660 -0.066 -0.50
C 1.978 -1.938 2.215 0.090 0.138 -0.374 -0.26
C -2.302 4.214 -0.433 -0.450 0.824 0.200 0.11
C 1.904 -2.372 -4.047 0.133 0.263 0.631 0.01
C 1.067 -2.645 -1.801 -0.401 1.282 0.654 -0.19
C 1.977 -2.032 -2.697 -0.205 0.050 -0.110 -0.22
C 2.933 -0.976 -2.198 -0.219 -0.009 0.378 -0.26
C -0.266 -0.623 3.340 -0.227 0.179 -0.095 -0.22
C -3.309 5.698 1.244 0.209 -0.347 -0.163 0.14
C 0.666 -3.199 0.450 -0.365 1.404 -0.176 -0.19
C 3.254 1.692 -1.141 -0.229 0.096 0.483 -0.22
H 3.502 -1.319 -1.323 -0.045 -0.059 -0.269 0.10
H -3.789 6.639 1.503 0.112 -0.169 -0.033 0.15
H 2.869 -1.826 1.581 -0.095 -0.148 0.167 0.10
H 0.204 -0.752 4.324 -0.057 0.057 -0.260 0.07
H 2.280 1.431 -3.879 -0.205 -0.063 0.178 0.07
H 2.965 1.042 2.155 -0.172 0.032 0.278 0.04
H 3.973 1.848 -1.961 -0.296 -0.102 0.290 0.07
H -1.414 -5.903 0.729 0.325 0.257 0.222 0.14
H -0.570 -5.773 3.079 0.205 0.197 -0.308 0.13
H 1.513 1.845 2.817 0.225 -0.199 0.069 0.06
H -0.933 0.249 3.357 0.169 -0.249 0.066 0.05
H 3.773 1.313 -0.249 -0.041 0.184 -0.291 0.04
H 3.626 -0.650 -2.983 -0.097 -0.153 0.180 0.11
H -0.868 -1.509 3.110 0.086 0.168 0.022 0.06
H 0.876 -3.492 -5.572 0.076 -0.031 0.258 0.13
H -1.995 4.039 -1.460 -0.134 0.103 0.155 0.14
H 2.288 -2.030 3.263 -0.008 -0.037 -0.235 0.11
H -2.304 2.740 2.653 -0.080 0.204 -0.090 0.13
H 0.800 0.428 -3.785 0.095 0.131 0.064 0.06
H -2.297 -3.154 -1.213 -0.670 2.899 -0.540 0.12
H 2.594 -1.904 -4.751 -0.178 -0.177 0.172 0.14
H -0.685 -4.613 -3.977 0.388 0.262 0.029 0.14
H -1.535 -4.831 -1.583 -0.264 0.299 0.045 0.15
H 0.796 2.059 -3.079 0.165 -0.157 -0.128 0.05
H 2.760 2.641 -0.890 0.257 -0.183 -0.080 0.06
H 2.373 0.612 3.802 -0.127 0.050 -0.376 0.08
H 1.067 -4.028 3.728 -0.095 -0.028 -0.267 0.14
```
Positions in Å, forces in eV/Å.

=====

No. 2
Entry from OMol25: C10H6O2 in the gas phase in a non-equilibrium geometry (the ωB97M-V functional and the def2-TZVPD basis).

Calculated values
SMILES string: O=C1C=Cc2ccccc2C1=O
HOMO in Eh: -0.349
ΔE to the lowest compared entry with this formula, charge and spin in kJ/mol: 436.2
F_max in eV/A: 6.3

```
18
Properties=species:S:1:pos:R:3:forces:R:3:lowdin_charge:R:1
O 1.776 -2.340 -0.068 -0.784 4.027 -0.318 0.08
O 3.719 -0.662 -0.285 -4.489 4.166 1.576 0.05
C 1.481 -1.104 -0.146 0.266 -5.252 0.688 -0.27
C -2.447 0.102 -0.262 -2.754 -1.908 1.099 -0.09
C -2.247 -1.307 0.264 -1.108 3.023 -1.328 -0.01
C 2.247 1.440 0.164 2.530 -1.143 2.095 -0.03
C -0.897 -1.663 0.168 -2.757 3.488 -1.249 -0.01
C 0.097 -0.684 -0.231 0.677 -0.409 1.337 -0.14
C 0.931 1.857 0.109 0.664 -0.895 1.304 -0.01
C -1.511 1.077 -0.330 3.094 -2.541 0.099 -0.06
C -0.074 0.679 -0.268 -3.443 3.749 1.369 -0.11
C 2.572 -0.090 -0.042 4.516 -1.398 -2.407 -0.22
H -3.241 -1.921 0.600 3.082 1.249 -1.145 0.16
H -0.852 -2.651 -0.028 1.725 -3.399 0.384 0.08
H 3.363 1.827 0.697 -3.871 -0.128 -1.806 0.19
H 0.483 2.930 0.665 1.425 -3.414 -2.305 0.19
H -3.461 0.484 -0.613 0.961 -0.979 1.119 0.12
H -1.939 2.026 -0.395 0.267 1.762 -0.512 0.08
```
Positions in Å, forces in eV/Å.

=====

No. 3
Entry from OMol25: C3H5NO2 in the gas phase in a non-equilibrium geometry (the ωB97M-V functional and the def2-TZVPD basis).

Calculated values
SMILES string: N#C[C@H](O)CO
HOMO in Eh: -0.406
ΔE to the lowest compared entry with this formula, charge and spin in kJ/mol: 145.7
F_max in eV/A: 1.2

```
11
Properties=species:S:1:pos:R:3:forces:R:3:lowdin_charge:R:1
O -0.654 1.551 -0.138 0.180 0.136 0.055 0.00
O 1.642 0.317 0.484 0.248 -0.098 0.075 -0.06
N -2.665 -1.002 -1.020 0.959 0.529 0.516 0.16
C -1.780 -0.466 -0.504 -0.851 -0.501 -0.461 -0.15
C 0.676 -0.461 -0.200 -0.231 -0.186 -0.160 -0.21
C -0.653 0.186 0.188 -0.018 -0.277 0.051 -0.38
H 0.686 -1.513 0.114 0.004 0.166 -0.008 0.13
H 0.807 -0.410 -1.290 0.007 0.031 0.190 0.14
H -0.795 0.033 1.269 -0.026 0.057 -0.140 0.16
H 2.495 -0.131 0.483 -0.102 0.074 -0.066 0.10
H 0.215 1.878 0.143 -0.170 0.070 -0.052 0.10
```
Positions in Å, forces in eV/Å.